C37H42BrFGe2IrN3O2Se2 | ωB97M-V/def2-TZVPD

For the total energy, the calculation gives -366919.561 eV. The net charge is +2. As for the relative energy (zero: lowest compared OMol25 entry of this formula, charge and spin): 570.9 kJ/mol. The calculation puts the HOMO energy (alpha / beta) at -11.888 / -11.510 eV.

Structure (XYZ):
```
91
C37H42BrFGe2IrN3O2Se2 (ωB97M-V/def2-TZVPD)
Ir -1.35 -0.67 0.84
Br -7.11 -5.01 -1.62
C -5.74 -4.15 -0.62
C -5.40 -2.88 -0.89
C -4.29 -2.18 -0.20
C -3.67 -2.97 0.92
C -4.09 -4.30 1.14
C -5.08 -4.89 0.40
N -2.70 -2.38 1.62
C -2.23 -2.83 2.76
C -1.00 -2.36 3.29
C -0.47 -2.91 4.47
C 0.77 -2.53 4.90
C 1.49 -1.60 4.15
C 0.89 -1.07 3.02
N -0.32 -1.41 2.60
H -5.92 -2.33 -1.66
H -4.68 -1.23 0.21
H -3.59 -4.89 1.90
H -5.37 -5.91 0.58
H -2.75 -3.59 3.33
H -1.06 -3.65 5.01
H 1.20 -2.95 5.80
H 2.48 -1.30 4.44
H 1.40 -0.33 2.42
C -1.55 4.42 -1.33
Se -0.35 3.19 -0.38
C -0.98 3.55 1.44
C -2.37 3.02 1.75
Se -2.53 1.11 2.27
C -1.49 1.26 3.91
H -1.24 5.44 -1.14
H -2.58 4.28 -0.99
H -1.49 4.21 -2.39
H -0.97 4.64 1.54
H -0.22 3.14 2.10
H -3.06 3.16 0.93
H -2.77 3.55 2.62
H -1.91 2.06 4.50
H -0.44 1.46 3.69
H -1.58 0.33 4.46
O -0.12 -1.91 -0.37
N 0.91 -1.34 -0.73
O 0.99 -0.09 -0.27
C 4.21 1.66 -4.09
Ge 2.42 1.18 -3.38
C 1.14 2.71 -3.41
C 1.56 -0.47 -4.08
Ge 2.78 0.64 -0.89
C 3.01 2.24 0.31
C 2.71 2.23 1.66
C 2.85 3.38 2.42
C 3.29 4.55 1.84
C 3.63 4.56 0.49
C 3.48 3.41 -0.27
C 3.83 -1.07 -0.68
C 3.89 -1.76 0.52
C 4.54 -2.98 0.58
C 5.11 -3.53 -0.56
C 5.06 -2.83 -1.76
C 4.42 -1.61 -1.81
H 4.11 2.04 -5.10
H 4.89 0.80 -4.12
H 4.68 2.43 -3.48
H 0.99 3.03 -4.44
H 1.49 3.56 -2.83
H 0.18 2.39 -3.01
H 1.58 -0.47 -5.16
H 0.52 -0.51 -3.75
H 2.06 -1.36 -3.72
H 2.38 1.31 2.13
H 2.61 3.35 3.48
H 3.38 5.45 2.43
H 4.01 5.46 0.04
H 3.74 3.43 -1.32
H 3.44 -1.35 1.42
H 4.59 -3.52 1.51
H 5.59 -4.49 -0.52
H 5.51 -3.25 -2.64
H 4.39 -1.06 -2.75
F -4.28 -0.41 -4.54
C -3.79 -0.44 -3.29
C -3.34 0.77 -2.73
C -2.71 0.73 -1.49
C -2.53 -0.42 -0.77
C -3.16 -1.69 -1.25
C -3.72 -1.61 -2.63
H -3.45 1.69 -3.29
H -2.29 1.66 -1.12
H -2.41 -2.49 -1.24
H -4.07 -2.52 -3.10
```

C37H42BrGeN2O6PdS | ωB97M-V/def2-TZVPD

The spin multiplicity is 3. For the total energy, the calculation gives -195190.526 eV. The net charge is -1. As for the relative energy (zero: lowest compared OMol25 entry of this formula, charge and spin): 177.6 kJ/mol. The calculation puts the HOMO energy (alpha / beta) at -5.060 / -5.441 eV.

Structure (XYZ):
```
91
C37H42BrGeN2O6PdS (ωB97M-V/def2-TZVPD)
Pd -0.61 0.26 0.08
C -3.17 6.00 -2.01
C -2.91 4.93 -0.98
C -1.63 4.44 -0.78
C -1.36 3.46 0.16
C -2.40 2.98 0.93
C -3.71 3.44 0.76
C -3.95 4.41 -0.21
S -2.17 1.66 2.09
O -3.14 1.86 3.13
O -2.35 0.37 1.33
N -0.67 1.60 2.62
C 0.06 2.84 2.96
C 1.27 3.16 2.06
O 1.91 4.16 2.42
O 1.48 2.39 1.08
H -2.61 5.82 -2.92
H -2.87 6.98 -1.63
H -4.23 6.06 -2.26
H -0.81 4.83 -1.38
H -0.36 3.06 0.27
H -4.50 3.05 1.37
H -4.96 4.76 -0.36
H 0.45 2.76 3.97
H -0.61 3.70 2.94
N 0.99 0.07 -0.93
C 1.88 -0.68 -1.39
C 2.96 0.03 -2.16
C 3.48 1.21 -1.63
C 4.44 1.92 -2.32
C 4.89 1.46 -3.56
C 4.36 0.29 -4.10
C 3.40 -0.42 -3.40
C 1.88 -2.12 -1.18
C 3.05 -2.84 -1.23
C 3.08 -4.21 -1.00
C 1.86 -4.92 -0.72
C 0.69 -4.26 -0.65
C 0.57 -2.79 -0.87
H 3.10 1.57 -0.67
H 4.85 2.83 -1.90
H 5.64 2.01 -4.10
H 4.70 -0.06 -5.06
H 2.98 -1.33 -3.82
H 3.98 -2.32 -1.43
H 4.02 -4.75 -1.04
H 1.89 -5.99 -0.55
H -0.23 -4.79 -0.42
H -0.17 -2.56 -1.65
C -0.05 -4.93 3.11
C -0.40 -3.48 2.76
C -0.45 -2.57 3.98
C -0.79 -1.11 3.62
Ge 0.24 -0.16 2.24
C 2.04 0.17 2.90
C 2.84 -1.09 3.23
C 3.11 -1.95 2.00
C 3.85 -3.24 2.32
H 0.02 -5.56 2.22
H -0.81 -5.36 3.77
H 0.91 -4.98 3.63
H -1.36 -3.45 2.24
H 0.36 -3.10 2.06
H 0.50 -2.62 4.51
H -1.21 -2.95 4.67
H -0.68 -0.44 4.48
H -1.84 -1.05 3.31
H 0.11 -2.32 0.01
H 1.91 0.82 3.77
H 2.56 0.76 2.14
H 2.31 -1.70 3.98
H 3.80 -0.82 3.68
H 3.67 -1.36 1.27
H 2.16 -2.20 1.51
H 4.82 -3.03 2.77
H 4.02 -3.84 1.42
H 3.28 -3.85 3.02
Br -6.40 -1.40 -5.48
C -5.34 -0.10 -4.57
C -5.61 1.24 -4.78
C -4.83 2.19 -4.12
C -3.82 1.78 -3.25
C -3.58 0.43 -3.05
C -4.34 -0.52 -3.71
C -2.50 -0.03 -2.08
O -2.38 -1.23 -1.84
O -1.81 0.93 -1.60
H -6.40 1.54 -5.45
H -5.03 3.24 -4.27
H -3.21 2.50 -2.72
H -4.14 -1.57 -3.54
```

C37H42N4NiP2 | ωB97M-V/def2-TZVPD

The spin multiplicity is 3. For the total energy, the calculation gives -104623.876 eV. The calculation puts the HOMO energy (alpha / beta) at -8.178 / -8.140 eV.

Structure (XYZ):
```
86
C37H42N4NiP2 (ωB97M-V/def2-TZVPD)
Ni 0.89 -2.43 -0.45
C -0.36 2.76 3.36
C -0.99 2.06 2.40
C -0.50 1.78 1.00
C 0.93 1.19 0.92
C 2.12 2.12 0.84
C 2.29 3.29 1.48
C 1.18 4.22 1.81
C 0.57 3.92 3.20
C 1.12 -2.88 1.47
H -0.60 2.54 4.40
H -1.95 1.56 2.63
H -0.62 2.65 0.34
H -1.19 1.01 0.60
H 1.06 0.48 1.76
H 0.93 0.53 0.03
H 2.94 1.67 0.28
H 3.29 3.61 1.80
H 0.38 4.20 1.05
H 1.61 5.24 1.82
H 1.39 3.77 3.91
H 0.06 4.86 3.49
H 1.03 -1.96 2.08
H 2.14 -3.33 1.45
H 0.30 -3.59 1.65
P 1.80 -1.50 -1.96
P -2.05 -0.60 -1.76
N 3.12 -0.32 -2.32
N 2.25 -2.64 -3.20
N -2.10 1.01 -2.52
N -3.55 -1.07 -2.72
C 0.48 -0.55 -2.82
C -0.86 -1.27 -2.98
C 4.16 0.09 -1.49
C 4.99 0.97 -2.19
C 4.45 1.11 -3.50
C 3.31 0.30 -3.56
C 2.71 -3.92 -2.90
C 2.96 -4.59 -4.11
C 2.64 -3.67 -5.17
C 2.20 -2.49 -4.57
C -2.31 2.16 -1.76
C -2.09 3.27 -2.56
C -1.72 2.81 -3.85
C -1.76 1.42 -3.82
C -4.26 -0.43 -3.74
C -5.06 -1.36 -4.40
C -4.86 -2.62 -3.75
C -3.93 -2.42 -2.74
H 0.83 -0.25 -3.80
H 0.41 0.35 -2.19
H -1.25 -1.19 -4.00
H -0.83 -2.34 -2.72
H 4.25 -0.27 -0.47
H 5.88 1.47 -1.82
H 4.81 1.70 -4.33
H 2.65 0.15 -4.40
H 2.78 -4.25 -1.88
H 3.32 -5.59 -4.22
H 2.71 -3.82 -6.24
H 1.85 -1.57 -5.01
H -2.61 2.08 -0.72
H -2.18 4.30 -2.25
H -1.45 3.40 -4.72
H -1.61 0.71 -4.62
H -4.17 0.63 -3.92
H -5.70 -1.16 -5.25
H -5.34 -3.56 -4.00
H -3.50 -3.11 -2.04
C 0.24 1.03 6.98
C 0.98 0.71 5.82
C 0.56 -0.29 4.98
C -0.69 -0.93 5.19
C -1.26 -1.81 4.29
C -2.45 -2.41 4.40
C -3.26 -2.06 5.55
C -2.77 -1.18 6.51
C -1.49 -0.59 6.37
C -0.96 0.37 7.26
H 0.61 1.79 7.67
H 1.90 1.26 5.61
H 1.14 -0.60 4.11
H -2.83 -3.12 3.67
H -4.25 -2.49 5.66
H -3.37 -0.91 7.39
H -1.53 0.59 8.17
```

C37H43ClN4O7OsTe | ωB97M-V/def2-TZVPD

The spin multiplicity is 2. For the total energy, the calculation gives -81637.479 eV. The net charge is +1. As for the relative energy (zero: lowest compared OMol25 entry of this formula, charge and spin): 87.6 kJ/mol. The calculation puts the HOMO energy (alpha / beta) at -10.247 / -10.243 eV.

Structure (XYZ):
```
94
C37H43ClN4O7OsTe (ωB97M-V/def2-TZVPD)
Os -1.77 -1.43 -1.19
N -2.11 -2.95 -2.59
C -2.70 -4.13 -1.93
C -2.22 -4.24 -0.49
N -2.26 -2.93 0.23
C -3.52 -2.58 0.91
C -4.58 -2.25 -0.13
N -3.99 -1.37 -1.17
H -2.69 -2.61 -3.36
H -1.16 -3.13 -2.98
H -2.42 -5.05 -2.46
H -3.79 -4.05 -1.99
H -1.18 -4.56 -0.48
H -2.81 -4.99 0.05
H -1.51 -2.94 0.92
H -3.31 -1.70 1.52
H -3.86 -3.39 1.56
H -5.44 -1.77 0.35
H -4.95 -3.16 -0.60
H -4.14 -0.39 -0.91
H -4.48 -1.48 -2.05
C 6.47 0.17 4.70
C 5.22 0.08 3.87
C 5.23 0.38 2.51
C 4.09 0.32 1.73
C 4.22 0.68 0.27
C 2.89 -0.07 2.34
Te 1.08 -0.17 1.29
N -0.06 -2.11 -1.06
C 0.88 -2.52 -1.94
O 0.61 -3.07 -3.03
C 2.30 -2.46 -1.49
C 3.28 -2.12 -2.42
C 4.62 -2.15 -2.06
C 4.98 -2.52 -0.77
C 4.01 -2.86 0.16
C 2.67 -2.82 -0.20
C 1.35 1.48 0.02
C 1.21 1.27 -1.35
C 1.40 2.33 -2.22
C 1.72 3.58 -1.71
C 1.84 3.77 -0.34
C 1.65 2.73 0.56
C 1.78 2.99 2.03
C 2.85 -0.41 3.71
C 1.61 -0.83 4.45
C 4.02 -0.32 4.44
H 7.34 0.42 4.09
H 6.67 -0.78 5.20
H 6.37 0.93 5.47
H 6.17 0.67 2.05
H 5.25 0.52 -0.05
H 3.97 1.73 0.10
H 3.58 0.08 -0.37
H 2.99 -1.87 -3.43
H 5.38 -1.88 -2.78
H 6.03 -2.56 -0.49
H 4.29 -3.17 1.16
H 1.91 -3.12 0.51
H 0.94 0.30 -1.74
H 1.27 2.18 -3.28
H 1.85 4.41 -2.39
H 2.06 4.76 0.04
H 1.69 4.06 2.24
H 2.75 2.66 2.42
H 0.99 2.48 2.60
H 0.74 -0.99 3.81
H 1.33 -0.08 5.18
H 1.79 -1.76 4.99
H 4.00 -0.57 5.50
O -1.24 1.56 1.57
C -1.99 1.21 0.67
O -1.95 -0.02 0.21
C -3.12 2.09 0.23
C -3.73 1.96 -1.00
C -4.78 2.80 -1.40
C -5.18 3.75 -0.49
O -6.16 4.67 -0.63
C -6.16 5.45 0.58
O -5.14 4.92 1.43
C -4.56 3.89 0.74
C -3.52 3.09 1.13
H -3.34 1.26 -1.72
H -5.23 2.71 -2.37
H -7.13 5.36 1.06
H -5.92 6.49 0.33
H -3.03 3.21 2.09
Cl -3.74 -0.58 -4.57
C -2.20 0.33 -4.88
C -1.59 0.73 -3.54
O -1.49 1.90 -3.25
O -1.19 -0.29 -2.84
H -2.47 1.19 -5.47
H -1.55 -0.35 -5.43
```